(1)
Below is a cluster of 7 separate species, C22H63N9O7 in total in a non-equilibrium geometry, with properties calculated with the ωB97M-V functional and the def2-TZVPD basis.

Each line ends with the Mulliken charge.
Atoms and positions in Å:
O -3.7594 -6.0187 5.8173  -0.730
O 1.3028 -3.8642 7.7088  0.006
O 4.7440 -2.5131 2.3167  -0.348
O 1.5779 3.4606 2.9028  -0.337
O -2.0966 -3.0563 3.9105  -0.861
O -7.1574 -2.1221 3.0194  -0.342
O -3.8952 -3.3079 8.1852  -0.315
N -0.7318 -1.3186 3.4867  -0.212
N 0.4530 6.9813 3.5650  -0.697
N -4.5240 -1.0110 3.0431  -0.690
N 2.8795 -2.6058 4.7288  -0.592
N -6.2760 -4.4484 9.2265  -0.713
N 0.0480 -3.0984 4.7236  0.181
N -5.9294 -5.4847 6.2165  -0.473
N 0.7647 -5.3309 11.0845  -0.703
N -4.6545 -4.0901 4.9248  0.050
C 6.0994 -2.6922 2.6609  -0.733
C 1.4523 -4.5939 10.0483  0.687
C 3.8588 -3.5677 2.7016  -0.849
C 0.9018 5.5920 3.8191  0.509
C 0.8551 4.6454 2.6330  -0.701
C -6.2023 -2.5384 2.0637  -0.607
C -4.6917 -5.2240 5.6598  0.694
C -8.4064 -2.8081 2.9978  -0.794
C -3.9090 -3.8610 9.4817  -0.806
C 0.0119 5.0448 4.9621  -1.387
C 1.3599 -2.4639 7.8543  -1.162
C 2.7967 -5.2332 9.8066  -1.485
C -5.3568 -4.0970 11.4870  -1.568
C 3.0091 -5.0154 4.5851  -1.504
C -5.2564 -1.3631 1.8378  0.617
C 0.7772 2.3095 3.1246  -0.624
C 0.6139 -4.5578 8.7491  -0.391
C -0.9851 -2.5251 4.0728  0.490
C -5.3465 -3.6611 10.0216  0.361
C 3.6668 -3.7106 4.1691  0.906
C -2.5932 -3.3199 7.6564  -0.895
C -4.2952 -1.6672 0.7177  -1.448
H -0.2413 -3.9059 5.2546  0.160
H -6.7475 -2.7393 1.1323  0.484
H -4.6162 -3.5741 12.0897  0.412
H -8.8895 -2.7361 2.0185  0.317
H -2.5581 -2.9352 6.6379  0.033
H 2.8865 -3.2856 2.2824  0.252
H 2.9662 -5.1541 5.6654  0.251
H 2.7558 -6.2816 9.4769  0.365
H 1.7010 -3.5716 10.3468  0.197
H -5.4376 -5.1697 11.6550  0.363
H 3.2473 -1.7254 4.3625  0.227
H -5.5971 -3.3949 2.3831  0.220
H -8.2202 -3.8746 3.1420  0.333
H -4.8346 -2.1063 -0.1282  0.389
H -5.0224 -1.0505 3.9202  0.306
H -8.9904 -2.3019 3.7557  0.262
H 0.2218 -0.9984 3.5009  0.111
H -0.2390 -5.1654 11.0814  0.239
H 1.9805 -5.0875 4.2223  0.291
H 2.1971 -1.9169 7.4230  0.427
H -5.5544 -3.6653 4.7945  -0.018
H -3.9936 -0.7496 0.1927  0.350
H 1.4475 5.1252 1.8421  0.275
H 2.9688 -2.4436 5.7250  -0.014
H 6.6505 -2.9612 1.7554  0.291
H 0.1012 2.1583 2.2828  0.329
H -0.3031 -4.0399 9.0418  -0.080
H -3.8627 -3.8266 4.3519  0.275
H -2.1914 -4.3402 7.5664  0.387
H -5.4448 -2.5781 9.9379  0.265
H -5.9732 -4.3507 8.2610  0.337
H 4.2424 -4.4623 2.2057  0.391
H 0.4832 7.4927 4.4350  0.281
H -6.1219 -6.3041 6.7539  0.198
H 0.4518 4.0940 5.2875  0.266
H -1.8715 -2.8046 8.3011  0.611
H -3.3577 -2.1453 0.9993  0.322
H 3.4370 -5.2647 10.6903  0.378
H -6.3032 -3.7235 11.9029  0.396
H -3.1941 -3.4517 10.2130  0.419
H -1.0370 4.9333 4.6884  0.344
H 1.9048 5.5761 4.2440  0.216
H 4.6911 -3.7371 4.5727  0.128
H 0.5434 -2.1212 7.1892  0.356
H -0.1446 4.4230 2.2492  0.396
H 0.0483 5.6778 5.8508  0.417
H -5.8165 -0.4959 1.4773  0.237
H 1.4658 1.4629 3.1701  0.173
H -3.6129 -4.9225 9.4744  0.341
H 6.2853 -3.5038 3.3720  0.323
H 0.8276 -6.3391 11.0099  0.290
H -0.4984 7.0488 3.2289  0.256
H 6.5321 -1.7962 3.1034  0.266
H 1.0341 -2.8216 4.7335  0.020
H 1.0317 -2.0718 8.8182  0.396
H 0.5212 -5.5453 8.3019  0.332
H 3.5147 -5.8881 4.1636  0.441
H -1.3401 -1.1161 2.7131  0.176
H 0.2978 2.3136 4.1051  0.270
H -3.6666 -1.5343 3.1710  0.037
H -6.6712 -4.8181 6.1049  0.180
H 3.3785 -4.8003 8.9891  0.266
H -6.1018 -5.4318 9.4171  0.306

Values from the calculation:
- ΔE to the lowest compared entry with this formula, charge and spin (kcal per mole) = 43.38
- energy (eV) = -51577.4735
- HOMO-LUMO gap (eV) = 9.01
- SMILES string = COC[C@H](C)N.COC[C@H](C)N.COC[C@H](C)N.COC[C@H](C)N.COC[C@H](C)N.NC(N)=O.NC(N)=O
- E_LUMO (eV) = 0.32
- net charge = 0

(2)
Below is a cluster of 9 separate species, C22H63NO14 in total in a non-equilibrium geometry, with properties calculated with the ωB97M-V functional and the def2-TZVPD basis.

Each line ends with the Mulliken charge.
Atoms and positions in Å:
O -2.5884 -4.2476 -3.9884  -0.571
O -1.9663 -2.3823 -0.0324  -0.657
O -1.1222 1.4148 2.8963  -0.142
O 2.5528 -2.0382 -0.2236  -0.033
O 1.5497 -3.3766 1.8427  -0.640
O -3.4837 2.7812 -0.0961  -0.705
O 1.3677 -2.2729 4.4359  -0.563
O 1.9235 5.5170 0.8306  -0.469
O 3.1023 0.6460 -0.0570  -0.558
O 0.7713 -0.3450 -1.1646  0.788
O 1.1321 0.6949 1.4874  0.318
O -1.0953 1.4567 -3.7250  -0.128
O 4.4709 -2.6538 -3.1135  -0.605
O -4.1756 -0.5777 -1.2554  -0.550
N -0.7944 3.8788 -1.0129  -0.586
C -2.2510 -3.1386 -3.2225  1.019
C 0.2013 -1.4572 4.7376  -0.526
C 0.5556 -4.3809 1.6245  0.047
C 1.4243 4.6033 -0.2481  -0.334
C -1.5876 -2.2873 -4.2506  -0.675
C -0.7667 -1.5025 3.6521  -0.526
C 0.6189 -4.8136 0.2616  -1.139
C -3.7013 1.3560 -0.0414  0.041
C -0.5932 2.5405 -1.6160  1.561
C 3.8243 -1.8020 -2.1630  -0.149
C 2.3050 0.2038 2.0097  0.596
C -1.1714 2.4140 -3.0087  -1.776
C 0.0293 4.1146 0.1342  -0.056
C -0.3108 -1.2002 -1.1343  1.300
C 0.1517 1.1059 -4.2596  -0.462
C 3.2856 -2.7324 -1.1679  -0.738
C -0.9495 -1.3883 0.1307  1.137
C -1.8948 2.5382 2.7690  0.881
C 3.4038 0.8180 1.3456  -0.906
C -2.5487 2.7927 3.9959  -2.009
C 2.4133 4.8814 1.9110  -0.523
C -3.9987 0.8328 -1.4047  0.089
H 4.5630 -1.1406 -1.7555  0.359
H -3.0992 0.9912 -1.9855  -0.296
H 2.3671 -0.8515 1.9976  -0.218
H -2.3378 -2.0739 -5.0500  0.366
H 3.5152 1.8902 1.3677  0.054
H 2.4075 0.3988 3.0708  0.463
H 2.1482 3.8410 -0.3668  0.291
H 1.6722 -5.0659 -0.0360  0.194
H -0.5516 4.7510 -1.5709  0.462
H 0.1201 0.1995 -4.8692  0.203
H -2.8350 0.8417 0.4107  -0.528
H -1.1904 -1.4455 -3.7229  -0.213
H 3.3950 -0.2307 -0.3019  0.031
H -4.7302 -0.8903 -1.9222  0.264
H -0.2426 -1.1557 2.7224  -0.250
H -2.3085 -5.0904 -3.5767  0.361
H 4.0483 -3.4322 -0.7847  0.450
H -2.5994 3.0095 -0.3147  0.397
H 2.5521 -3.3353 -1.7150  0.560
H 0.7536 0.9163 -3.3838  0.000
H -1.5184 -3.4137 -2.3728  -0.098
H -0.3627 4.9309 0.6028  0.820
H -2.1544 2.3237 4.8416  0.366
H 0.5020 -0.3947 4.8375  0.207
H -3.1450 -2.4454 -2.8965  -0.346
H -1.0268 1.7955 -0.9806  -0.918
H -0.7447 -2.8855 -4.5829  0.304
H 1.5202 -3.0951 2.7625  0.181
H 1.7826 4.0605 2.1567  0.052
H -1.1647 -2.5771 3.6068  0.274
H 0.0786 3.2375 0.8120  -0.803
H 1.3518 0.7927 0.5721  -0.404
H -4.4858 1.1872 0.6114  0.864
H -0.6745 3.2965 -3.4624  0.636
H 3.0890 -1.1411 -2.7042  -0.001
H 1.5465 -0.8052 -0.8169  -0.614
H 2.4454 5.5264 2.7560  0.336
H -0.1952 -1.6027 5.7079  0.491
H -0.0054 -5.6803 0.1238  0.510
H -1.2456 3.4283 2.5852  -0.018
H 4.3670 0.3745 1.5554  0.428
H -1.2947 -0.5189 0.5806  -0.504
H 1.4919 5.2875 -1.1364  0.262
H -4.8811 1.3124 -1.9249  0.383
H -0.3501 1.5045 2.3448  -0.113
H -2.2176 2.7045 -2.9842  0.080
H -0.3420 -3.8119 1.8454  0.058
H 4.2672 -3.5802 -2.9078  0.351
H -2.6495 3.8086 4.2077  0.461
H 0.8126 -5.2946 2.2386  0.384
H 0.0853 -2.1357 -1.4948  0.085
H 0.2574 -3.9948 -0.3230  0.172
H -3.5848 2.5024 3.8715  0.404
H -1.5716 -0.9013 3.9026  0.542
H 2.0867 -2.1032 5.0651  0.260
H -2.7807 -1.9883 -0.4234  0.397
H 2.1743 -2.7146 0.3611  -0.142
H 3.3996 4.5645 1.7349  0.293
H 0.6425 1.8155 -4.9746  0.326
H -0.9770 -0.6152 -1.8165  -0.657
H -2.5885 2.5895 2.0327  0.261
H 0.4760 2.3887 -1.6742  0.619
H -0.1469 -1.8531 0.6666  -0.891

Values from the calculation:
- energy (eV) = -53981.5067
- HOMO-LUMO gap (eV) = 9.22
- SMILES string = COCCNCCOC.OCCO.OCCO.OCCO.OCCO.CCO.CCO.CCO.CCO
- E_LUMO (eV) = 0.38
- net charge = 0

> Number 1 is which compound?

C22H63N9O7